[1]
7
Properties=species:S:1:pos:R:3 method="wB97M-V/def2-TZVPD" energy_ev=-18716.351 charge=-1 gap_ev=8.51 fmax_ev_per_a=4.18 e_lumo_ev=4.22
C 0.71 0.76 0.39
O -0.72 -1.42 1.00
O -1.93 0.44 -0.05
F 0.02 -1.00 -1.72
S -0.63 -0.22 0.14
H 0.94 1.42 -0.37
H 1.61 0.02 0.61

---

[2]
144
Properties=species:S:1:pos:R:3 method="wB97M-V/def2-TZVPD" energy_ev=-80134.157 gap_ev=5.20 fmax_ev_per_a=18.54 e_lumo_ev=-1.09
C -25.12 7.44 -13.71
C -24.77 6.65 -12.62
C -25.68 5.74 -12.04
C -26.99 5.65 -12.61
C -27.33 6.47 -13.71
C -26.40 7.37 -14.28
N -27.99 4.72 -12.13
O -29.05 4.61 -12.68
O -27.78 4.19 -11.05
H -24.46 8.22 -14.06
H -23.82 6.66 -12.11
H -25.41 5.14 -11.19
H -28.29 6.40 -14.19
H -26.67 8.00 -15.11
C -28.21 10.41 -16.58
C -27.91 9.24 -15.67
O -26.85 8.65 -15.90
C -28.95 8.95 -14.58
H -29.27 10.37 -16.83
H -27.50 10.42 -17.41
H -27.93 11.41 -16.23
H -28.63 8.17 -13.89
H -29.90 8.61 -14.99
H -29.05 9.79 -13.89
C -26.89 2.57 -10.72
C -28.41 2.51 -11.20
O -28.74 2.44 -12.41
C -29.52 2.51 -10.12
H -26.45 3.29 -11.40
H -26.40 1.59 -10.80
H -26.96 2.99 -9.72
H -29.07 2.83 -9.18
H -29.84 1.47 -9.98
H -30.37 3.15 -10.33
C -28.37 6.87 -10.41
C -28.72 7.85 -11.50
O -29.77 7.64 -12.07
C -27.82 9.02 -11.87
H -28.31 5.87 -10.85
H -29.06 6.86 -9.57
H -27.34 7.04 -10.08
H -26.99 8.62 -12.46
H -27.50 9.57 -10.99
H -28.34 9.57 -12.65
C -23.37 5.83 -9.95
C -22.42 6.40 -10.99
O -22.37 6.05 -12.15
C -21.70 7.60 -10.54
H -24.37 5.66 -10.34
H -23.40 6.43 -9.04
H -22.99 4.85 -9.66
H -20.79 7.79 -11.10
H -21.43 7.49 -9.49
H -22.32 8.49 -10.64
C -29.90 5.03 -9.65
C -31.08 5.02 -10.53
O -32.02 4.27 -10.35
C -30.93 6.04 -11.63
H -28.98 4.76 -10.18
H -30.12 4.27 -8.90
H -29.89 6.03 -9.23
H -31.90 6.36 -12.00
H -30.34 5.56 -12.42
H -30.34 6.89 -11.28
C -25.81 3.05 -13.35
C -27.10 2.79 -14.20
O -27.76 1.76 -14.07
C -27.44 3.79 -15.24
H -25.59 4.08 -13.11
H -24.89 2.62 -13.75
H -25.91 2.35 -12.51
H -27.85 3.26 -16.10
H -26.52 4.26 -15.57
H -28.17 4.49 -14.82
C -31.31 1.73 -15.36
C -30.20 2.16 -14.41
O -29.39 1.34 -14.03
C -29.93 3.67 -14.17
H -32.28 2.05 -14.98
H -31.25 0.67 -15.63
H -31.33 2.20 -16.34
H -28.92 3.88 -13.82
H -30.71 4.02 -13.49
H -30.18 4.12 -15.13
C -29.79 6.40 -14.00
C -31.25 6.48 -14.33
O -32.03 5.65 -13.96
C -31.75 7.66 -15.20
H -29.35 7.39 -14.11
H -29.26 5.67 -14.61
H -29.66 6.07 -12.96
H -32.41 8.30 -14.62
H -32.37 7.32 -16.03
H -30.94 8.20 -15.70
C -26.93 5.82 -9.49
C -26.78 4.62 -8.56
O -27.74 3.88 -8.35
C -25.52 4.37 -7.83
H -26.12 5.82 -10.23
H -26.95 6.76 -8.96
H -27.84 5.79 -10.09
H -25.40 5.31 -7.29
H -24.65 4.21 -8.47
H -25.66 3.55 -7.13
C -25.01 8.29 -16.15
C -23.68 8.15 -15.36
O -23.47 8.54 -14.21
C -22.48 7.74 -16.14
H -25.68 8.93 -15.57
H -25.53 7.34 -16.28
H -24.74 8.79 -17.08
H -22.69 7.78 -17.21
H -22.36 6.68 -15.94
H -21.49 8.15 -15.95
C -24.80 10.41 -13.34
C -23.61 10.14 -12.47
O -22.85 11.08 -12.26
C -23.42 8.74 -12.00
H -24.86 9.76 -14.21
H -24.89 11.47 -13.57
H -25.66 10.19 -12.70
H -24.05 8.49 -11.14
H -22.38 8.47 -11.81
H -23.60 8.10 -12.86
C -23.51 2.75 -9.74
C -24.37 3.65 -10.64
O -25.07 4.50 -10.19
C -24.30 3.45 -12.13
H -22.99 3.32 -8.97
H -22.87 2.03 -10.26
H -24.17 2.05 -9.22
H -24.89 4.21 -12.64
H -24.82 2.51 -12.31
H -23.30 3.42 -12.56
C -27.02 6.56 -17.41
C -28.30 6.09 -16.74
O -28.28 5.80 -15.55
C -29.64 6.08 -17.48
H -26.17 6.04 -16.97
H -26.93 7.61 -17.14
H -27.01 6.40 -18.49
H -29.69 5.14 -18.02
H -29.63 6.88 -18.22
H -30.48 6.18 -16.80

---

[3]
57
Properties=species:S:1:pos:R:3 method="wB97M-V/def2-TZVPD" energy_ev=-111291.433 charge=-2 gap_ev=4.28 fmax_ev_per_a=1.36 e_lumo_ev=4.33
Pd 0.47 -1.27 -0.83
C 2.37 -0.22 2.06
C 1.68 0.97 1.49
N 0.80 0.94 0.52
C 0.39 2.27 0.33
C 1.10 3.09 1.19
N 1.88 2.25 1.91
C 1.15 4.55 1.58
O 0.42 5.36 0.94
O 1.91 4.81 2.53
C -0.67 2.63 -0.68
O -0.95 3.90 -0.83
O -1.26 1.79 -1.32
H 2.23 -1.03 1.36
H 1.95 -0.49 3.03
H 3.44 -0.04 2.17
H 2.51 2.58 2.61
H -0.38 4.49 -0.20
C -0.42 -1.45 -3.61
Si 1.43 -1.01 -3.26
C 2.23 -1.72 -4.86
C 1.59 0.83 -3.68
As 2.78 -1.75 -1.49
Si 1.29 -3.58 -1.02
C 1.91 -4.97 -2.19
C 1.90 -4.26 0.66
C -0.60 -4.12 -1.13
H -0.79 -0.90 -4.49
H -1.07 -1.19 -2.78
H -0.53 -2.52 -3.80
H 1.66 -1.44 -5.77
H 2.33 -2.82 -4.82
H 3.25 -1.30 -4.94
H 1.34 0.97 -4.75
H 2.63 1.17 -3.53
H 0.93 1.46 -3.08
H 3.01 -5.00 -2.19
H 1.58 -4.77 -3.22
H 1.51 -5.96 -1.88
H 3.00 -4.33 0.60
H 1.50 -5.27 0.88
H 1.66 -3.59 1.49
H -0.77 -4.60 -2.10
H -1.29 -3.29 -1.05
H -0.86 -4.85 -0.34
C -2.52 0.15 1.13
C -2.09 -1.17 1.65
N -1.05 -1.90 1.28
C -1.09 -3.04 2.06
C -2.14 -3.01 2.91
N -2.78 -1.82 2.63
H -2.31 0.22 0.07
H -1.96 0.96 1.61
H -3.58 0.31 1.32
H -0.34 -3.82 1.94
H -2.51 -3.71 3.65
H -3.62 -1.48 3.07